Formula: C4H11NO2
Source: OMol25
Level of theory: wB97M-V/def2-TZVPD

As for the SMILES: CNCCC=O.O. The value obtained for the HOMO energy is -0.337 Ha. The calculation puts the energy relative to the best compared isomer or geometry (same formula, charge and spin) at 188.8 kJ/mol. Its LUMO energy is 0.8 eV. The calculation puts the HOMO-LUMO gap at 9.99 eV. The calculation puts the electronic energy at -364.196282 Eh.

Atoms and positions in Å:
C  0.907  -2.010  1.255
N  0.853  -0.526  1.036
C  0.326  -0.257  -0.303
C  0.221  1.250  -0.600
C  -0.140  1.502  -2.050
O  0.217  0.845  -2.995
H  0.762  -2.118  2.333
H  1.825  -2.366  0.804
H  -0.050  -2.418  0.938
H  1.726  -0.049  1.196
H  -0.671  -0.693  -0.315
H  0.906  -0.653  -1.144
H  -0.448  1.843  0.028
H  1.195  1.672  -0.307
H  -0.685  2.441  -2.179
O  -2.079  -0.345  2.526
H  -1.892  0.022  3.394
H  -1.313  -0.789  2.137

=====

Formula: C12H25Br2N3O2
Source: OMol25
Level of theory: wB97M-V/def2-TZVPD

As for the SMILES: CN(C)C=O.CN(C)C=O.BrCCBr.CCCC#N. The value obtained for the HOMO energy is -0.352 Ha. The calculation puts the energy relative to the best compared isomer or geometry (same formula, charge and spin) at 55.6 kJ/mol. Its LUMO energy is 0.2 eV. The calculation puts the HOMO-LUMO gap at 9.75 eV. The calculation puts the electronic energy at -5934.961250 Eh.

Atoms and positions in Å:
C  21.637  -9.110  27.362
N  20.284  -9.109  27.748
C  19.839  -7.795  28.193
C  19.408  -10.125  27.616
O  18.232  -10.055  27.942
H  21.865  -10.024  26.814
H  22.170  -8.906  28.291
H  21.786  -8.363  26.583
H  20.530  -7.593  29.012
H  20.028  -7.064  27.407
H  18.831  -7.875  28.600
H  19.852  -11.055  27.228
C  22.884  -9.991  30.705
N  24.332  -9.886  30.795
C  25.027  -9.455  29.569
C  24.979  -10.490  31.856
O  26.221  -10.666  31.908
H  22.445  -10.548  31.533
H  22.689  -10.542  29.785
H  22.517  -8.965  30.668
H  24.887  -10.245  28.832
H  24.552  -8.544  29.205
H  26.109  -9.405  29.689
H  24.294  -10.712  32.689
Br  15.598  -8.163  30.788
C  15.656  -10.018  30.226
C  15.138  -10.972  31.261
Br  16.564  -11.154  32.632
H  16.662  -10.212  29.856
H  15.107  -10.028  29.285
H  14.906  -11.963  30.872
H  14.245  -10.596  31.761
C  21.228  -9.596  23.735
C  21.275  -10.982  24.096
C  21.671  -11.912  22.895
C  20.726  -11.706  21.801
N  19.952  -11.457  20.926
H  22.248  -9.216  23.670
H  20.774  -9.023  24.544
H  20.674  -9.377  22.823
H  20.405  -11.376  24.620
H  22.096  -11.179  24.786
H  21.557  -12.956  23.184
H  22.634  -11.571  22.513

=====

Repeat the second record exactly.
Formula: C12H25Br2N3O2
Source: OMol25
Level of theory: wB97M-V/def2-TZVPD

As for the SMILES: CN(C)C=O.CN(C)C=O.BrCCBr.CCCC#N. The value obtained for the HOMO energy is -0.352 Ha. The calculation puts the energy relative to the best compared isomer or geometry (same formula, charge and spin) at 55.6 kJ/mol. Its LUMO energy is 0.2 eV. The calculation puts the HOMO-LUMO gap at 9.75 eV. The calculation puts the electronic energy at -5934.961250 Eh.

Atoms and positions in Å:
C  21.637  -9.110  27.362
N  20.284  -9.109  27.748
C  19.839  -7.795  28.193
C  19.408  -10.125  27.616
O  18.232  -10.055  27.942
H  21.865  -10.024  26.814
H  22.170  -8.906  28.291
H  21.786  -8.363  26.583
H  20.530  -7.593  29.012
H  20.028  -7.064  27.407
H  18.831  -7.875  28.600
H  19.852  -11.055  27.228
C  22.884  -9.991  30.705
N  24.332  -9.886  30.795
C  25.027  -9.455  29.569
C  24.979  -10.490  31.856
O  26.221  -10.666  31.908
H  22.445  -10.548  31.533
H  22.689  -10.542  29.785
H  22.517  -8.965  30.668
H  24.887  -10.245  28.832
H  24.552  -8.544  29.205
H  26.109  -9.405  29.689
H  24.294  -10.712  32.689
Br  15.598  -8.163  30.788
C  15.656  -10.018  30.226
C  15.138  -10.972  31.261
Br  16.564  -11.154  32.632
H  16.662  -10.212  29.856
H  15.107  -10.028  29.285
H  14.906  -11.963  30.872
H  14.245  -10.596  31.761
C  21.228  -9.596  23.735
C  21.275  -10.982  24.096
C  21.671  -11.912  22.895
C  20.726  -11.706  21.801
N  19.952  -11.457  20.926
H  22.248  -9.216  23.670
H  20.774  -9.023  24.544
H  20.674  -9.377  22.823
H  20.405  -11.376  24.620
H  22.096  -11.179  24.786
H  21.557  -12.956  23.184
H  22.634  -11.571  22.513

=====

Copy entry 1 word for word.
Formula: C4H11NO2
Source: OMol25
Level of theory: wB97M-V/def2-TZVPD

As for the SMILES: CNCCC=O.O. The value obtained for the HOMO energy is -0.337 Ha. The calculation puts the energy relative to the best compared isomer or geometry (same formula, charge and spin) at 188.8 kJ/mol. Its LUMO energy is 0.8 eV. The calculation puts the HOMO-LUMO gap at 9.99 eV. The calculation puts the electronic energy at -364.196282 Eh.

Atoms and positions in Å:
C  0.907  -2.010  1.255
N  0.853  -0.526  1.036
C  0.326  -0.257  -0.303
C  0.221  1.250  -0.600
C  -0.140  1.502  -2.050
O  0.217  0.845  -2.995
H  0.762  -2.118  2.333
H  1.825  -2.366  0.804
H  -0.050  -2.418  0.938
H  1.726  -0.049  1.196
H  -0.671  -0.693  -0.315
H  0.906  -0.653  -1.144
H  -0.448  1.843  0.028
H  1.195  1.672  -0.307
H  -0.685  2.441  -2.179
O  -2.079  -0.345  2.526
H  -1.892  0.022  3.394
H  -1.313  -0.789  2.137

=====

Which value of LUMO does entry 2 give?
0.2 eV

=====

Which formula does entry 2 have?
C12H25Br2N3O2